# C7H6N5

A gas-phase ion, C7H6N5 (charge +1) (ωB97M-V/def2-TZVPD, OMol25).

The geometry in XYZ format:
```
18
Properties=species:S:1:pos:R:3:lowdin_charge:R:1
C -0.808 -3.456 1.356 0.022
C 1.163 -4.150 0.281 -0.210
C 1.288 0.299 -1.259 0.074
C 1.979 -0.845 -1.377 -0.038
C 0.212 0.242 -0.329 -0.244
C 0.234 -3.155 0.528 -0.192
C -0.473 1.498 0.167 0.031
N 2.068 -4.811 0.212 0.231
N 1.683 -1.949 -0.726 0.180
N -0.142 -0.866 0.269 0.217
N -1.524 -4.011 2.099 0.326
N 0.588 -1.946 -0.020 -0.074
H 1.642 1.110 -1.819 0.122
H 2.961 -0.932 -1.724 0.130
H -0.151 1.779 1.167 0.109
H 0.021 2.182 -0.551 0.100
H -1.454 1.211 0.025 0.070
H -1.699 -4.128 3.086 0.147
```

* DFT total energy: -14794.975 eV
* multiplicity: 1
* HOMO (alpha / beta): -13.41 / -13.41 eV
* total charge: +1
* energy above the lowest of the compared OMol25 structures with the same formula, charge and spin: 290.7 kJ/mol
* Kohn-Sham gap (alpha / beta): 7.6 / 7.6 eV
* LUMO energy (alpha / beta): -5.7634 / -5.7638 eV